Entry from the OMol25 dataset: a single C22H23NO4 molecule (ωB97M-V/def2-TZVPD).

Each line ends with the Löwdin charge.
Element x y z (Å)
C -0.269 -3.445 2.332  -0.01
C -0.196 -3.749 0.854  -0.42
O -0.951 -4.541 0.333  0.08
C 0.838 -3.033 0.062  -0.16
C 1.000 -3.390 -1.276  -0.01
C 1.940 -2.753 -2.063  -0.05
C 2.721 -1.744 -1.528  -0.02
C 2.566 -1.363 -0.199  -0.21
C 3.396 -0.242 0.364  -0.15
N 3.357 0.933 -0.494  -0.16
C 4.220 2.008 -0.040  -0.19
C 3.673 2.751 1.184  -0.17
C 2.259 3.256 0.907  -0.15
C 1.356 2.111 0.439  -0.22
C 0.002 2.627 0.005  -0.33
O -0.141 3.771 -0.374  0.10
C -1.147 1.684 0.023  -0.13
C -1.024 0.310 0.213  -0.01
C -2.127 -0.537 0.190  0.03
C -3.360 0.037 -0.010  -0.19
C -3.498 1.418 -0.195  -0.19
C -2.416 2.253 -0.191  0.08
O -4.822 1.716 -0.369  0.04
C -5.512 0.488 -0.297  -0.15
O -4.585 -0.554 -0.064  0.05
C 2.034 1.433 -0.780  -0.13
C 1.632 -2.016 0.590  0.00
H -0.542 -2.403 2.488  0.08
H -1.023 -4.081 2.788  0.09
H 0.694 -3.631 2.802  0.09
H 0.375 -4.174 -1.676  0.12
H 2.063 -3.041 -3.096  0.11
H 3.449 -1.227 -2.135  0.12
H 4.443 -0.563 0.410  0.13
H 3.069 -0.035 1.396  0.12
H 5.209 1.594 0.175  0.12
H 4.319 2.712 -0.872  0.12
H 4.329 3.590 1.419  0.11
H 3.665 2.084 2.050  0.10
H 1.838 3.715 1.804  0.12
H 2.284 4.018 0.126  0.12
H 1.236 1.379 1.241  0.14
H -0.056 -0.139 0.364  0.08
H -2.026 -1.603 0.313  0.11
H -2.506 3.315 -0.345  0.13
H -6.242 0.520 0.527  0.14
H -6.042 0.303 -1.244  0.14
H 1.418 0.615 -1.158  0.12
H 2.129 2.179 -1.574  0.14
H 1.525 -1.722 1.624  0.11

The HOMO-LUMO gap is 8.481 eV. As for the SMILES: CC(=O)c1cccc(CN2CCC[C@@H](C(=O)c3ccc4c(c3)OCO4)C2)c1. Its total charge is 0. The calculation puts the LUMO energy at 0.10 eV. As for the calculated total energy: -32867.1651 eV. As for the relative energy (zero: lowest compared OMol25 entry of this formula, charge and spin): 47.9 kcal/mol. The spin multiplicity is 1.



Entry from the OMol25 dataset: 2 unconnected molecules or ions with the total composition C20H25F7N2O9P2S3 (ωB97M-V/def2-TZVPD).

Each line ends with the Löwdin charge.
Element x y z (Å)
C 5.014 -3.602 -0.222  -0.02
C 4.958 -4.129 -1.525  -0.16
C 3.842 -3.863 -2.580  -0.13
C 2.527 -3.246 -1.959  -0.15
N 2.119 -2.068 -2.481  0.18
C 0.931 -1.703 -1.848  -0.13
C 0.284 -0.423 -2.327  -0.16
C 0.961 0.396 -3.488  -0.48
S 1.675 1.989 -2.920  0.82
C 2.978 1.591 -1.679  -0.51
C 2.537 2.214 -0.291  -0.18
C -0.985 0.052 -1.749  -0.45
S -1.654 1.587 -2.483  0.78
C -1.704 -0.701 -0.643  -0.25
S -3.274 -0.149 0.073  0.73
O -3.162 -0.319 1.535  -0.34
O -3.619 1.248 -0.161  -0.31
C -4.753 -1.175 -0.436  -0.40
F -5.714 -0.929 0.533  0.10
F -4.524 -2.534 -0.370  0.07
C -5.421 -0.785 -1.815  -0.29
F -5.893 0.501 -1.864  0.14
F -6.553 -1.593 -1.924  0.11
C -4.545 -1.079 -3.111  -0.42
F -3.482 -1.902 -2.905  0.15
F -5.358 -1.730 -4.024  0.12
F -4.203 0.095 -3.734  0.12
C -1.065 -1.950 -0.191  -0.19
P -1.895 -3.037 1.156  0.93
O -0.983 -2.843 2.586  -0.29
O -1.838 -4.646 0.672  -0.29
C 0.233 -2.434 -0.785  -0.16
N 0.721 -3.640 -0.296  0.18
C 1.856 -4.045 -0.887  -0.25
O 2.381 -5.266 -0.474  0.04
H 5.769 -2.810 0.007  0.06
H 4.352 -4.017 0.582  0.07
H 5.776 -4.848 -1.828  0.11
H 4.269 -3.105 -3.301  0.13
H 3.574 -4.758 -3.215  0.12
H 0.147 0.636 -4.232  0.07
H 1.722 -0.203 -4.050  0.07
H 3.909 2.133 -1.996  0.07
H 3.180 0.489 -1.631  0.07
H 2.336 3.309 -0.495  0.07
H 1.576 1.794 0.104  0.05
H 3.353 2.184 0.485  0.08
H -1.367 2.639 -1.643  -0.09
H -1.092 -1.902 2.840  0.04
H -1.378 -5.211 1.325  0.06
H 1.748 -5.966 -0.732  0.13
C -0.505 1.535 2.825  -0.12
O 0.612 2.432 2.747  -0.26
P 0.295 4.094 2.499  0.73
O 1.737 4.423 2.826  -0.27
O -0.659 4.137 3.838  -0.30
C -0.067 4.015 5.124  -0.11
O -0.067 5.718 2.155  -0.30
C 0.105 6.690 3.167  -0.13
H -0.267 0.629 2.264  0.07
H -0.672 1.266 3.871  0.09
H -1.413 1.977 2.413  0.08
H 0.954 3.633 5.079  0.09
H -0.670 3.327 5.718  0.09
H -0.071 4.991 5.613  0.09
H 0.989 6.498 3.776  0.08
H -0.785 6.730 3.800  0.09
H 0.221 7.659 2.680  0.09

The HOMO-LUMO gap is 5.530 eV. As for the SMILES: C=CCc1nc2c(CSCC)c(S)c(S(=O)(=O)C(F)(F)C(F)(F)C(F)(F)F)c(P(O)O)c2nc1O.COP(=O)(OC)OC. Its total charge is 0. The calculation puts the LUMO energy at -2.62 eV. As for the calculated total energy: -112648.9671 eV. The spin multiplicity is 1.



Entry from the OMol25 dataset: a single C17H17ClN4O5 molecule (ωB97M-V/def2-TZVPD).

Each line ends with the Löwdin charge.
Element x y z (Å)
C -8.808 -0.783 0.347  -0.08
O -7.659 -1.569 0.559  -0.08
C -6.451 -1.067 0.199  -0.28
C -5.344 -1.890 0.423  0.01
C -4.081 -1.455 0.104  0.01
C -3.859 -0.197 -0.461  -0.29
O -2.562 0.107 -0.778  -0.04
C -2.069 1.397 -0.479  -0.15
C -0.667 1.259 0.012  -0.21
C 0.210 0.216 0.004  0.08
C 1.380 0.750 0.609  -0.16
C 2.599 -0.072 0.825  -0.39
O 2.538 -1.273 0.605  0.07
N 3.735 0.510 1.268  -0.08
C 3.972 1.911 1.516  -0.03
C 4.895 -0.345 1.450  -0.06
C 5.840 -0.200 0.307  -0.30
N 6.466 0.868 -0.066  0.09
N 7.170 0.550 -1.173  0.09
C 6.944 -0.697 -1.423  -0.39
C 7.492 -1.508 -2.528  0.01
O 6.100 -1.239 -0.514  0.15
N 1.181 2.004 0.940  0.10
O -0.079 2.327 0.577  0.04
C -4.970 0.603 -0.708  -0.56
Cl -4.835 2.151 -1.484  0.74
C -6.250 0.182 -0.372  -0.05
H -9.643 -1.380 0.709  0.09
H -8.954 -0.564 -0.715  0.10
H -8.763 0.154 0.911  0.10
H -5.504 -2.864 0.857  0.12
H -3.221 -2.081 0.278  0.13
H -2.073 2.030 -1.379  0.12
H -2.671 1.893 0.292  0.13
H 0.069 -0.776 -0.365  0.12
H 4.144 2.069 2.584  0.10
H 4.864 2.220 0.966  0.08
H 3.113 2.496 1.207  0.06
H 4.554 -1.383 1.492  0.13
H 5.396 -0.066 2.381  0.14
H 6.679 -1.934 -3.113  0.09
H 8.089 -2.326 -2.128  0.09
H 8.109 -0.875 -3.156  0.09
H -7.074 0.845 -0.581  0.10

The HOMO-LUMO gap is 9.217 eV. As for the SMILES: COc1ccc(OCc2cc(C(=O)N(C)Cc3nnc(C)o3)no2)c(Cl)c1. Its total charge is 0. The calculation puts the LUMO energy at 0.66 eV. As for the calculated total energy: -46622.6255 eV. As for the relative energy (zero: lowest compared OMol25 entry of this formula, charge and spin): 3.4 kcal/mol. The spin multiplicity is 1.



Entry from the OMol25 dataset: a single C3H7N3O2 molecule (ωB97M-V/def2-TZVPD).

Each line ends with the Löwdin charge.
Element x y z (Å)
C -1.963 0.761 0.407  -0.01
N -0.582 0.822 -0.179  -0.08
C -0.525 1.023 -1.542  -0.30
O -1.097 1.952 -2.078  0.04
O 0.063 -0.430 0.218  -0.09
C 1.340 -0.228 0.617  -0.22
N 1.971 -1.265 1.091  -0.05
N 1.187 -2.334 1.362  0.00
H -1.821 0.909 1.498  0.10
H -2.605 1.419 -0.186  0.09
H -2.549 -0.174 0.345  0.09
H 0.285 0.511 -2.156  0.16
H 1.742 0.740 0.645  0.11
H 1.718 -3.149 1.136  0.08
H 0.357 -2.323 0.789  0.07

The HOMO-LUMO gap is 9.391 eV. As for the SMILES: CN(C=O)O/C=N\N. Its total charge is 0. The calculation puts the LUMO energy at 0.62 eV. As for the calculated total energy: -11786.1525 eV. As for the relative energy (zero: lowest compared OMol25 entry of this formula, charge and spin): 119.0 kcal/mol. The spin multiplicity is 1.



Entry from the OMol25 dataset: 2 unconnected molecules or ions with the total composition C4H10O (ωB97M-V/def2-TZVPD).

Each line ends with the Löwdin charge.
Element x y z (Å)
C -2.318 0.120 -0.264  -0.13
C -0.929 0.608 0.140  -0.33
C -0.027 -0.530 0.608  -0.14
C 2.865 0.509 -0.106  -0.02
O 3.257 -0.585 -0.718  -0.06
H -2.257 -0.596 -1.092  0.07
H -2.810 -0.386 0.575  0.07
H -2.962 0.948 -0.580  0.07
H -0.459 1.125 -0.708  0.09
H -1.021 1.355 0.938  0.10
H 0.161 -1.247 -0.201  0.08
H -0.488 -1.079 1.439  0.08
H 2.225 0.994 -0.885  0.01
H 0.943 -0.154 0.961  0.02
H 3.821 -1.083 -0.106  0.09

The HOMO-LUMO gap is 9.658 eV. Its total charge is 0. The calculation puts the LUMO energy at 0.75 eV. As for the calculated total energy: -6354.5574 eV. As for the relative energy (zero: lowest compared OMol25 entry of this formula, charge and spin): 74.8 kcal/mol. The spin multiplicity is 1.



Entry from the OMol25 dataset: a single C5H4N2O molecule (ωB97M-V/def2-TZVPD).

Each line ends with the Löwdin charge.
Element x y z (Å)
C 2.310 -0.344 -0.155  0.06
C 1.109 0.412 0.068  -0.16
C -0.017 -0.174 -0.145  -0.37
N -0.468 -1.407 0.025  0.11
N -1.911 -1.352 0.139  0.09
C -2.262 -0.146 -0.287  -0.10
C -1.182 0.686 -0.166  -0.39
O -1.070 1.917 -0.018  0.11
H 3.209 0.337 0.200  0.08
H 2.557 -1.549 -0.445  0.15
H 1.130 1.629 0.565  0.22
H -3.404 -0.007 0.218  0.19

The HOMO-LUMO gap is 7.134 eV. As for the SMILES: C=CC1=NN=CC1=O. Its total charge is 0. The calculation puts the LUMO energy at -2.31 eV. As for the calculated total energy: -10270.3813 eV. As for the relative energy (zero: lowest compared OMol25 entry of this formula, charge and spin): 147.1 kcal/mol. The spin multiplicity is 1.